An isolated molecule of C8H11N in a non-equilibrium geometry. Source: the OMol25 dataset; level of theory: ωB97M-V/def2-TZVPD.

Calculated values
- Energy above the lowest of the compared OMol25 structures with the same formula, charge and spin: 686.0 kJ/mol
- Orbital gap (alpha / beta): 7.2 / 7.2 eV

Cartesian coordinates (Å):
C: -1.7621 -1.1832 -0.3859
C: -2.1707 0.1230 -0.0793
C: -0.8010 -1.8709 0.2095
C: -0.2979 0.4981 1.3466
C: -1.5795 1.2123 0.7773
C: 0.7320 -1.8755 0.2428
C: 1.4927 -0.6789 0.8968
C: 1.0008 1.1511 -0.6118
N: 0.7729 0.5003 0.6678
H: -2.4818 -1.8703 -0.8171
H: -3.2479 0.3000 -0.2778
H: -1.4204 2.2109 0.3233
H: -2.2938 1.4177 1.5305
H: 1.2349 -2.6445 0.7326
H: 0.9936 -1.9368 -0.8741
H: 1.3142 -0.8185 2.0667
H: 2.5184 -0.8412 0.6445
H: 1.7313 0.6770 -1.4037
H: 0.0999 0.8505 -1.1118
H: 1.1126 2.2373 -0.4008

---

A structure of composition C3H7ClO in a non-equilibrium geometry. Source: the OMol25 dataset; level of theory: ωB97M-V/def2-TZVPD.

Calculated values
- Energy above the lowest of the compared OMol25 structures with the same formula, charge and spin: 475.3 kJ/mol
- Orbital gap: 10.2 eV

Cartesian coordinates (Å):
C: -0.8591 -2.0374 -0.2952
C: 0.7801 -0.4227 0.9105
C: -0.3072 0.8720 0.9313
H: -1.6463 -1.9006 0.6851
H: -0.9860 -1.0939 -1.3553
H: -0.4520 -3.2789 -0.4638
H: 1.6632 0.1511 0.6535
H: 1.1666 -0.6283 2.0786
H: -1.4788 0.6528 1.1832
H: 0.2321 1.7846 1.5375
O: 0.5501 -1.3716 -0.0185
Cl: -0.0343 1.4597 -0.7912

---

An isolated molecule of C5H8N2 in a non-equilibrium geometry. Source: the OMol25 dataset; level of theory: ωB97M-V/def2-TZVPD.

Calculated values
- Energy above the lowest of the compared OMol25 structures with the same formula, charge and spin: 381.3 kJ/mol
- Orbital gap (alpha / beta): 7.4 / 7.4 eV

Cartesian coordinates (Å):
C: 2.7869 -0.3336 0.1935
N: 1.3506 -0.3833 -0.2103
C: 0.7472 0.7718 -0.3419
C: -0.6266 0.8206 -0.4134
C: -1.2470 -0.4080 -0.0528
C: -2.7731 -0.3979 0.2000
N: -0.4460 -1.4072 0.1038
H: 3.1195 0.7073 0.3747
H: 3.4591 -0.7344 -0.5800
H: 2.9767 -0.8841 1.1162
H: 1.3175 1.6992 -0.2942
H: -1.1651 1.6003 -0.9207
H: -3.2907 0.1162 -0.6200
H: -2.9689 0.2075 1.0987
H: -3.2403 -1.3742 0.3464

---

A structure of composition C18H50GaN4O5 in a non-equilibrium geometry. Source: the OMol25 dataset; level of theory: ωB97M-V/def2-TZVPD.

Calculated values
- Charge: -1
- Orbital gap: 6.0 eV

Cartesian coordinates (Å):
C: -3.1343 -0.2011 3.9172
C: -2.9460 1.0728 4.3153
Ga: -2.9060 2.5990 2.9361
O: -1.3509 2.2313 1.9178
H: -3.8600 -0.4407 3.1486
H: -2.5148 -0.9959 4.3350
H: -2.7484 1.2568 5.3725
H: -2.7736 3.9903 3.7529
H: -4.1985 2.5652 2.0033
H: -0.8265 1.6181 2.4396
C: -6.1393 1.7599 -1.8200
C: -4.6982 1.8214 -1.3151
C: -3.6530 1.4118 -2.3643
O: -3.5648 0.0226 -2.6390
C: -4.5779 -0.4919 -3.4716
N: -4.5953 1.0410 -0.0878
H: -6.5331 0.7437 -1.8192
H: -6.7819 2.3483 -1.1650
H: -6.2289 2.1661 -2.8316
H: -4.4878 2.8650 -1.0615
H: -2.6710 1.6863 -1.9738
H: -3.7934 1.9683 -3.3042
H: -4.8626 0.2237 -4.2505
H: -5.4614 -0.7798 -2.8962
H: -4.1862 -1.3914 -3.9497
H: -3.6736 1.1960 0.3190
H: -4.6024 0.0555 -0.3440
C: 2.8619 4.4310 4.9148
C: 3.6074 3.1393 4.5909
C: 3.8072 2.8877 3.0890
O: 2.6604 2.4732 2.3915
C: 1.7002 3.4730 2.0740
N: 2.9225 2.0238 5.2512
H: 1.7864 4.3297 4.7822
H: 3.0289 4.7023 5.9579
H: 3.2112 5.2581 4.2931
H: 4.6094 3.2250 5.0256
H: 4.5192 2.0623 2.9849
H: 4.2592 3.7626 2.5975
H: 2.1739 4.4319 1.8345
H: 0.9868 3.5957 2.8876
H: 1.1381 3.1230 1.2117
H: 3.4806 1.1815 5.1439
H: 2.0706 1.8277 4.7296
C: -0.6563 -1.1563 0.4600
C: 0.7497 -0.6611 0.7888
C: 1.8703 -1.6179 0.3630
O: 2.0244 -2.7799 1.1675
C: 1.0771 -3.7984 0.9307
N: 0.7999 -0.3330 2.2121
H: -1.0129 -1.8939 1.1788
H: -1.3539 -0.3191 0.4948
H: -0.7004 -1.5937 -0.5411
H: 0.9029 0.2649 0.2268
H: 2.8188 -1.0814 0.4556
H: 1.7649 -1.9013 -0.6932
H: 0.8168 -3.8655 -0.1312
H: 0.1712 -3.6478 1.5216
H: 1.5250 -4.7436 1.2431
H: 1.6832 0.1287 2.4197
H: 0.8360 -1.2009 2.7400
C: 3.2857 -3.7589 -3.1355
C: 1.9217 -3.5625 -3.7934
C: 1.8996 -3.8650 -5.2983
O: 2.5068 -2.8911 -6.1245
C: 3.9194 -2.9192 -6.1595
N: 1.4480 -2.2098 -3.4921
H: 3.9555 -2.9198 -3.3180
H: 3.1675 -3.8378 -2.0545
H: 3.7700 -4.6727 -3.4867
H: 1.2331 -4.2723 -3.3246
H: 0.8542 -3.8925 -5.6159
H: 2.3237 -4.8572 -5.5090
H: 4.3025 -3.9435 -6.1170
H: 4.3511 -2.3297 -5.3479
H: 4.2323 -2.4674 -7.1007
H: 0.4883 -2.1121 -3.8114
H: 1.9698 -1.5585 -4.0724

---

A structure of composition C32H30BCl3FeN8O7S. Source: the OMol25 dataset; level of theory: ωB97M-V/def2-TZVPD.

Calculated values
- Energy above the lowest of the compared OMol25 structures with the same formula, charge and spin: 266.2 kJ/mol
- Multiplicity: 6
- Charge: -1
- Orbital gap (alpha / beta): 7.7 / 6.0 eV
- <S²>: 8.757

Cartesian coordinates (Å):
Fe: 0.6745 -1.1570 0.4838
C: -0.4932 -3.2411 4.0742
C: 0.4989 -3.0087 3.1232
N: 0.2547 -1.8679 2.4793
N: -0.8835 -1.3536 2.9905
C: -1.3492 -2.1644 3.9523
B: -1.4918 -0.0275 2.4920
N: -3.0930 -1.3600 0.9816
C: -3.7555 -1.5362 -0.2527
C: -3.2533 -1.0342 -1.3784
C: -1.8142 -0.6828 -1.3689
N: -1.2592 -0.2400 -0.0923
N: -0.3445 0.9942 2.2984
C: -0.3297 2.2994 2.5889
C: 0.7967 2.8672 2.0178
C: 1.4250 1.8076 1.3676
N: 0.7317 0.6852 1.5509
H: -0.5552 -4.0637 4.7641
H: 1.3705 -3.5978 2.8941
H: -2.2409 -1.8965 4.4936
H: -2.2304 0.3675 3.3536
H: -4.7151 -2.0404 -0.2239
H: -3.7851 -1.0900 -2.3175
H: -1.2221 -1.4497 -1.8684
H: -1.1244 2.7301 3.1736
H: 1.1154 3.8932 2.0668
H: 2.3241 1.8013 0.7734
Cl: -1.8470 -4.3931 -2.4533
C: -0.7090 -4.8342 -1.1558
Cl: 0.3588 -6.1228 -1.7082
Cl: -1.6158 -5.3851 0.2567
C: 0.1169 -3.5451 -0.8501
O: -0.3637 -2.8356 0.0981
O: 1.0861 -3.2889 -1.5407
C: -0.1301 6.5488 -5.4676
C: -0.3692 5.9362 -4.1112
C: -0.2618 6.7348 -2.9773
C: -0.4603 6.1954 -1.7165
C: -0.7723 4.8566 -1.5701
C: -0.8985 4.0454 -2.6972
N: -1.1658 2.6697 -2.6153
C: -1.6956 1.9995 -1.5137
C: -2.6685 2.5780 -0.7951
C: -3.3771 2.1006 0.3669
C: -3.2477 0.9794 1.0680
C: -2.2791 -0.1626 1.0395
C: -1.1005 0.6380 -1.2892
C: 0.3166 0.4209 -1.8786
O: 0.5277 0.6482 -3.0568
O: 1.1842 -0.1033 -1.0808
C: -0.6980 4.5842 -3.9787
C: -0.8260 3.6758 -5.1719
H: 0.1571 7.5948 -5.3664
H: -1.0251 6.5078 -6.0924
H: 0.6656 6.0329 -6.0081
H: -0.0133 7.7836 -3.0873
H: -0.3592 6.8195 -0.8371
H: -0.9040 4.4295 -0.5855
H: -0.5851 2.0888 -3.2094
H: -2.9953 3.5432 -1.1623
H: -4.1748 2.7600 0.6945
H: -3.9463 0.8314 1.8827
H: -2.6430 -2.1935 1.3431
H: -1.7236 3.0604 -5.0881
H: 0.0214 2.9870 -5.2441
H: -0.8761 4.2320 -6.1045
N: 2.7177 -1.7295 0.3569
C: 3.2425 -2.7342 1.2574
C: 3.0879 -4.0757 0.9359
C: 3.5048 -5.0394 1.8424
C: 4.0639 -4.6674 3.0582
C: 4.2248 -3.3229 3.3586
C: 3.8209 -2.3500 2.4541
S: 4.6098 -5.9282 4.2255
O: 3.6398 -6.9973 4.0529
O: 4.5577 -5.2532 5.5121
O: 5.9505 -6.2483 3.7640
H: 3.2487 -0.8646 0.4143
H: 2.7807 -2.0384 -0.6143
H: 2.6461 -4.3599 -0.0118
H: 3.3792 -6.0926 1.6273
H: 4.6507 -3.0540 4.3160
H: 3.9207 -1.2970 2.6970

---

| no. | E_tot (Ha) |
| --- | --- |
| 1 | -365.8768 |
| 2 | -653.7376 |
| 3 | -304.6903 |
| 4 | -3235.7057 |
| 5 | -5269.6693 |